Entry 1:
DFT (ωB97M-V with the def2-TZVPD basis set) results for a cluster of 4 separate species, C34H62N4O4 in total.

Each line ends with the Löwdin charge.
Geometry (Å):
1 C 0.64091 -2.02265 4.79889  -0.103
2 C -0.48585 -1.74453 3.73950  -0.245
3 C -0.90737 -0.26159 3.61974  -0.233
4 C -2.32204 0.09250 4.16413  -0.211
5 C -3.43981 -0.94029 3.88153  -0.213
6 C -3.62830 -1.36594 2.39221  -0.200
7 C -3.18432 -0.34064 1.32630  -0.188
8 C -3.89040 -0.56939 -0.06196  -0.183
9 C -2.94926 -1.27171 -1.08728  -0.178
10 C -3.22462 -0.69481 -2.53379  -0.196
11 C -1.95231 -0.00780 -3.12223  -0.196
12 C -2.09627 1.54365 -3.02777  -0.179
13 C -0.67425 2.15241 -3.20553  -0.133
14 C -0.70507 3.49167 -3.97059  -0.201
15 O -1.22430 3.18856 -5.27059  0.075
16 C -0.31221 3.58035 -6.21958  -0.593
17 O -0.27835 3.23004 -7.30361  0.224
18 O 0.50250 4.46421 -5.62065  0.063
19 C 0.67043 4.21094 -4.18213  -0.354
20 C 1.93477 3.31231 -4.18582  -0.092
21 C 3.11746 3.91894 -4.99341  -0.150
22 C 3.55940 2.87613 -6.05214  -0.232
23 O 4.13121 1.77390 -5.31672  -0.088
24 N 0.82362 5.57004 -3.67671  0.178
25 C 0.45822 5.78144 -2.47961  -0.365
26 C 0.57999 4.82406 -1.29820  -0.021
27 C -0.14644 7.15658 -2.15190  -0.027
28 H 1.12808 -1.09106 5.11221  0.057
29 H 1.35979 -2.71122 4.34058  0.036
30 H 0.17185 -2.54639 5.64669  0.062
31 H -0.06539 -2.03527 2.76208  0.082
32 H -1.30358 -2.44889 3.93793  0.077
33 H -0.18517 0.32015 4.22637  0.094
34 H -0.80276 0.14685 2.61851  0.034
35 H -2.31422 0.34278 5.23954  0.103
36 H -2.62367 1.03417 3.66751  0.092
37 H -4.38185 -0.54012 4.29812  0.101
38 H -3.21942 -1.83253 4.49682  0.091
39 H -4.71904 -1.51440 2.24717  0.095
40 H -3.18154 -2.36231 2.26375  0.057
41 H -2.11907 -0.54502 1.12294  0.085
42 H -3.23241 0.70448 1.65633  0.104
43 H -4.77198 -1.21240 0.07862  0.097
44 H -4.19341 0.42670 -0.41211  0.093
45 H -3.16233 -2.34902 -1.17033  0.101
46 H -1.88651 -1.16958 -0.83446  0.093
47 H -3.61414 -1.49214 -3.18718  0.099
48 H -4.03223 0.05358 -2.48908  0.092
49 H -1.83697 -0.29581 -4.17738  0.113
50 H -1.05780 -0.27678 -2.53956  0.101
51 H -2.54884 1.84167 -2.06909  0.111
52 H -2.78396 1.86220 -3.82555  0.115
53 H -0.27281 2.31908 -2.19165  0.110
54 H 0.00809 1.42682 -3.67100  0.116
55 H -1.44533 4.15773 -3.49451  0.162
56 H 2.29238 3.05283 -3.17993  0.116
57 H 1.64629 2.36378 -4.66658  0.115
58 H 3.99344 4.05205 -4.33736  0.112
59 H 2.90248 4.89946 -5.43531  0.114
60 H 2.66471 2.47441 -6.55158  0.114
61 H 4.28321 3.27557 -6.77508  0.119
62 H 5.05250 1.66143 -5.57191  0.079
63 H -0.43165 4.40912 -1.11530  0.094
64 H 0.87093 5.32913 -0.36949  0.085
65 H 1.23149 3.96415 -1.48251  0.065
66 H 0.58413 7.91277 -2.47881  0.086
67 H -1.11234 7.30506 -2.64273  0.083
68 H -0.22250 7.26116 -1.05848  0.069
69 C 3.87471 1.38610 3.26769  -0.102
70 C 4.32409 0.21182 2.40453  -0.274
71 C 3.59951 0.15270 1.05649  -0.170
72 C 2.14232 0.00355 1.24659  -0.181
73 N 1.01821 -0.09681 1.39787  0.194
74 H 2.81647 1.31076 3.52542  0.067
75 H 4.43600 1.40661 4.20284  0.073
76 H 4.03631 2.33808 2.75469  0.074
77 H 4.16077 -0.72164 2.95073  0.040
78 H 5.40061 0.29188 2.22468  0.108
79 H 3.96480 -0.69324 0.47213  0.110
80 H 3.78155 1.06371 0.48287  0.116
81 C -6.25555 -4.70547 0.85495  -0.109
82 C -6.09166 -5.60384 2.07649  -0.262
83 C -5.17739 -4.99401 3.14301  -0.176
84 C -3.82908 -4.76999 2.59321  -0.236
85 N -2.79251 -4.58732 2.16169  0.171
86 H -5.30359 -4.54377 0.34569  0.068
87 H -6.93553 -5.16297 0.13514  0.072
88 H -6.66406 -3.73194 1.13599  0.074
89 H -5.69306 -6.56994 1.75841  0.112
90 H -7.07331 -5.79142 2.51694  0.107
91 H -5.09964 -5.66148 4.00198  0.116
92 H -5.57866 -4.04022 3.49129  0.117
93 C 5.56171 -4.74713 0.93283  -0.108
94 C 6.54401 -3.70863 1.46421  -0.263
95 C 6.42340 -3.49292 2.97627  -0.171
96 C 5.07179 -3.01475 3.31899  -0.204
97 N 4.02824 -2.64526 3.58368  0.181
98 H 4.52673 -4.43613 1.08618  0.072
99 H 5.70240 -4.88945 -0.13918  0.073
100 H 5.70645 -5.71148 1.42456  0.078
101 H 6.37904 -2.76207 0.94332  0.105
102 H 7.56216 -4.02836 1.23307  0.108
103 H 7.15235 -2.75397 3.31172  0.117
104 H 6.61461 -4.42357 3.51275  0.121

Structure (SMILES) ... CCCCCCCCCCCCC[C@@H]1OC(=O)O[C@@]1(CCCO)N=C(C)C.CCCC#N.CCCC#N.CCCC#N
Gap between HOMO and LUMO ... 9.76 eV
Total energy ... -50411.6499 eV
Charge ... 0

=====

Entry 2:
DFT (ωB97M-V with the def2-TZVPD basis set) results for a cluster of 5 separate species, C34H64BBrF2I2N8O8PSi in total.

Each line ends with the Löwdin charge.
Geometry (Å):
1 C 2.26533 -1.35500 0.86076  -0.119
2 C 0.69686 -1.19028 1.07713  -0.248
3 C 0.18236 0.04966 0.23346  -0.214
4 N -0.40859 -0.46333 -1.01609  0.043
5 C -1.80013 -0.05429 -1.28307  -0.460
6 N -2.24945 -0.99700 -2.34095  0.004
7 C -1.94625 -2.41623 -2.07995  -0.266
8 C -2.46311 -2.99650 -0.71319  -0.090
9 O -2.68741 0.04432 -0.20326  -0.243
10 P -3.70925 1.44364 -0.11749  0.450
11 Br -4.98487 3.40032 -0.21525  0.407
12 O -4.58838 0.58962 -1.46862  -0.197
13 C -5.79242 1.14775 -1.71603  -0.519
14 N -6.94231 1.16236 -1.84973  0.115
15 B -5.13694 0.61413 0.97410  -0.716
16 N -5.84923 1.52096 1.92488  0.051
17 O -5.41459 -0.76475 0.83779  0.060
18 C -2.79873 2.37335 1.28889  -0.712
19 I -2.66659 4.56693 1.00703  0.873
20 C -2.24234 1.92256 2.43775  -0.802
21 C -1.53680 2.89330 3.46636  -0.234
22 I -2.30351 -0.14037 2.94155  1.023
23 O -2.77021 2.27393 -1.32255  -0.342
24 C -1.95656 1.36787 -2.04866  -0.189
25 C -0.71562 1.98856 -2.75675  -0.375
26 F -0.13065 1.14752 -3.71733  0.044
27 F -1.22254 3.08814 -3.50263  0.018
28 C 0.38705 2.57866 -1.81218  -0.136
29 C 1.09174 3.88920 -2.39061  -0.217
30 Si 2.55720 4.31895 -1.24780  0.591
31 C 3.72927 2.86211 -0.87913  -0.187
32 C 3.66395 5.71987 -1.98240  -0.191
33 C 1.94155 4.98770 0.43719  -0.225
34 C 1.35777 6.33133 0.59181  -0.081
35 C 0.93351 6.82354 1.90500  -0.071
36 C 1.08988 5.92572 3.03771  -0.100
37 C 1.64995 4.59138 2.88979  -0.115
38 C 2.08029 4.08322 1.59443  -0.088
39 H 2.60593 -2.40412 1.09226  0.058
40 H 2.51632 -1.19956 -0.22973  0.071
41 H 2.86581 -0.60184 1.43472  0.060
42 H 0.42276 -1.15692 2.16013  0.038
43 H 0.24857 -2.10444 0.60293  0.067
44 H -0.44895 0.77443 0.79859  0.077
45 H 1.11794 0.62026 -0.05812  0.085
46 H 0.19506 -0.36323 -1.82622  0.115
47 H -1.71282 -0.75656 -3.18402  0.104
48 H -0.86167 -2.70748 -2.23239  0.101
49 H -2.49244 -3.00277 -2.88142  0.103
50 H -2.83209 -4.06123 -0.78567  0.070
51 H -1.72085 -2.97953 0.13900  0.040
52 H -3.35860 -2.40919 -0.35196  0.072
53 H -6.85450 1.32564 1.86699  0.068
54 H -5.52829 1.27235 2.86973  0.065
55 H -6.34453 -0.86787 0.56010  0.106
56 H -2.28935 3.47204 4.05349  0.071
57 H -1.00620 2.22776 4.21178  0.042
58 H -0.74229 3.51190 2.98857  0.009
59 H -2.62388 1.14329 -2.93916  0.156
60 H 1.21204 1.81178 -1.78877  0.087
61 H -0.05321 2.76896 -0.80260  0.118
62 H 0.37470 4.73786 -2.50658  0.078
63 H 1.53187 3.56728 -3.37920  0.091
64 H 4.62838 2.96597 -1.55731  0.036
65 H 4.12945 2.85357 0.16929  0.031
66 H 3.29269 1.85433 -1.10390  0.020
67 H 3.21196 6.69117 -1.65535  0.020
68 H 3.78339 5.63344 -3.08947  0.027
69 H 4.64212 5.63472 -1.42984  0.034
70 H 1.26189 6.98474 -0.30170  0.069
71 H 0.51889 7.84943 1.98875  0.099
72 H 0.74855 6.28890 4.03492  0.094
73 H 1.70913 3.95532 3.80302  0.094
74 H 2.48370 3.05149 1.53199  0.080
75 C -0.07223 -6.39234 1.52980  -0.016
76 C 0.13472 -4.91213 1.71571  -0.505
77 O -0.15417 -4.10103 0.84728  0.002
78 N 0.66176 -4.48170 2.89381  0.022
79 C 1.06806 -5.27004 4.03702  -0.078
80 H -0.49636 -6.57374 0.54779  0.068
81 H 0.88364 -6.91681 1.59684  0.087
82 H -0.76534 -6.77361 2.27950  0.083
83 H 0.76949 -3.47858 2.94098  0.127
84 H 0.49248 -4.94361 4.90664  0.080
85 H 2.12848 -5.08669 4.22525  0.073
86 H 0.90863 -6.33267 3.87707  0.074
87 C -2.67420 -9.25926 -1.31415  -0.007
88 C -1.52404 -9.17129 -0.34484  -0.541
89 O -1.62000 -8.58866 0.72360  0.019
90 N -0.34950 -9.76628 -0.69162  0.006
91 C -0.03469 -10.49816 -1.90135  -0.081
92 H -3.53376 -8.73911 -0.89647  0.086
93 H -2.40840 -8.78355 -2.25989  0.087
94 H -2.94847 -10.30274 -1.48090  0.083
95 H 0.37151 -9.66407 0.00694  0.140
96 H 0.26707 -11.51115 -1.62608  0.080
97 H 0.80215 -10.00355 -2.39871  0.083
98 H -0.88068 -10.54611 -2.58102  0.073
99 C -2.39353 6.75364 -1.90053  -0.025
100 C -1.29021 7.77442 -1.97893  -0.536
101 O -0.60444 8.07423 -1.01077  0.010
102 N -1.06334 8.37493 -3.18034  0.000
103 C -1.75579 8.16292 -4.43483  -0.082
104 H -2.45896 6.35740 -0.88589  -0.051
105 H -3.34978 7.21728 -2.15160  0.092
106 H -2.18709 5.92183 -2.57764  0.088
107 H -0.31052 9.04625 -3.15642  0.134
108 H -1.03008 7.83155 -5.18073  0.080
109 H -2.18645 9.11317 -4.75894  0.078
110 H -2.54433 7.42136 -4.34485  0.077
111 C 5.31460 -2.94467 3.21179  -0.010
112 C 5.36080 -4.00939 2.14772  -0.559
113 O 4.54434 -4.91734 2.10322  0.021
114 N 6.34965 -3.94140 1.21535  0.002
115 C 7.40450 -2.95597 1.09319  -0.080
116 H 4.47402 -3.13547 3.87597  0.078
117 H 6.23260 -2.96235 3.80257  0.083
118 H 5.17747 -1.96297 2.75473  0.081
119 H 6.31205 -4.68849 0.53840  0.138
120 H 7.32019 -2.47624 0.11594  0.083
121 H 8.36731 -3.46826 1.15308  0.080
122 H 7.34909 -2.20027 1.87153  0.074

Gap between HOMO and LUMO ... 6.20 eV
Total energy ... -174120.6126 eV
Charge ... -1